# 1
This record from OMol25 describes C11H27Cl2O2P2Pb as an isolated structure at a distorted geometry. The level of theory is the ωB97M-V functional and the def2-TZVPD basis.

The geometry in ORCA input format:
```
! RIJCOSX wB97M-V def2-TZVPD def2/J DEFGRID3
* xyz 3 1
C 4.09 -3.05 -1.88
C 2.75 -2.36 -2.06
H 4.48 -3.26 -2.88
H 4.03 -4.01 -1.30
H 4.78 -2.38 -1.33
O 1.80 -2.71 -2.69
Cl 2.28 -3.17 1.57
Pb 1.98 -1.21 0.02
P -0.94 -2.57 0.10
C -2.52 -2.33 -0.78
C -1.01 -4.38 0.26
H -2.02 -4.63 0.59
H -2.33 -2.91 2.02
H -0.28 -4.78 0.99
H -0.91 -1.84 2.43
H -2.40 -2.43 -1.87
H -0.83 -4.89 -0.71
C -1.70 -2.07 1.69
H -3.19 -3.13 -0.41
H -2.28 -1.14 1.57
H -2.97 -1.35 -0.56
P 1.86 2.00 -0.16
C 1.09 3.26 -1.24
C 1.32 2.80 1.41
H 4.25 1.99 0.40
H 3.61 3.63 0.11
H 3.99 2.56 -1.28
C 3.59 2.60 -0.25
H 1.48 2.10 2.25
H 1.89 3.74 1.54
H 1.58 4.23 -1.02
H 0.00 3.35 -1.05
H 0.24 3.01 1.38
H 1.24 3.00 -2.29
Cl 0.73 -0.22 2.71
C -3.13 2.09 1.55
C -2.50 1.87 0.23
C -3.07 2.64 -0.97
O -1.54 1.10 0.05
H -3.94 2.82 1.52
H -2.37 2.44 2.26
H -3.52 1.14 1.93
H -2.30 3.31 -1.39
H -3.35 1.92 -1.76
H -3.95 3.23 -0.69
*
```

Results
Gap between HOMO and LUMO (spin up / spin down)   0.1300 / 0.1260 hartree
E_HOMO (spin up / spin down)   -17.94 / -17.92 eV
Energy relative to the best compared isomer or geometry (same formula, charge and spin)   1.477 eV

These are the natural (NBO) partial charges, in e, on atoms 1 to 5: -0.737 0.640 0.344 0.352 0.283

---

# 2
This record from OMol25 describes C11H27Cl2O2P2Pt as an isolated structure at a distorted geometry. The level of theory is the ωB97M-V functional and the def2-TZVPD basis.

The geometry in ORCA input format:
```
! RIJCOSX wB97M-V def2-TZVPD def2/J DEFGRID3
* xyz 3 5
C 2.67 0.03 -4.06
C 1.81 0.09 -2.85
H 2.30 0.78 -4.77
H 2.62 -0.97 -4.51
H 3.71 0.24 -3.77
O 0.89 0.83 -2.61
Cl 2.36 -1.17 -1.59
Pt 0.60 -0.47 -0.12
P -1.12 -1.78 -0.96
C -2.77 -1.06 -1.17
C -0.67 -2.46 -2.59
H -1.54 -3.00 -2.98
H -1.95 -3.98 -0.40
H 0.18 -3.15 -2.49
H -0.41 -3.60 0.44
H -2.68 -0.11 -1.71
H -0.41 -1.65 -3.28
C -1.38 -3.21 0.13
H -3.40 -1.75 -1.74
H -1.93 -2.89 1.02
H -3.22 -0.87 -0.19
P 1.66 1.32 0.93
C 0.74 2.86 1.17
C 2.16 0.84 2.60
H 3.86 0.92 0.01
H 3.63 2.62 0.54
H 2.91 2.07 -1.00
C 3.17 1.77 0.03
H 2.59 -0.17 2.58
H 2.89 1.57 2.98
H 1.43 3.64 1.51
H -0.04 2.70 1.92
H 1.28 0.83 3.25
H 0.28 3.15 0.22
Cl 1.50 -2.18 1.32
C -3.10 1.87 2.01
C -2.06 0.84 1.71
C -1.81 -0.23 2.71
O -1.43 0.89 0.62
H -3.68 1.55 2.87
H -3.75 1.99 1.13
H -2.63 2.84 2.22
H -2.18 -1.19 2.33
H -0.73 -0.35 2.90
H -2.33 -0.01 3.65
*
```

Results
Expectation value of S²   6.0167
Gap between HOMO and LUMO (spin up / spin down)   0.3475 / 0.1913 hartree
E_HOMO (spin up / spin down)   -18.97 / -20.19 eV

These are the natural (NBO) partial charges, in e, on atoms 1 to 5: -0.758 0.632 0.304 0.300 0.301

---

# 3
This record from OMol25 describes C11H27MgNO7S4 as an isolated structure at a distorted geometry. The level of theory is the ωB97M-V functional and the def2-TZVPD basis.

The geometry in ORCA input format:
```
! RIJCOSX wB97M-V def2-TZVPD def2/J DEFGRID3
* xyz 0 1
Mg 17.24 -1.01 -12.62
C 17.95 -2.14 -14.35
O 17.34 -2.79 -13.47
O 18.82 -1.62 -13.73
O 17.11 -1.26 -14.52
C 17.43 0.97 -16.89
C 17.37 2.06 -15.87
N 17.33 2.94 -15.15
H 17.89 1.36 -17.80
H 16.47 0.48 -17.08
H 18.17 0.28 -16.48
C 18.93 3.11 -11.64
S 18.98 1.32 -11.23
O 17.78 0.57 -11.89
C 20.23 1.01 -12.52
H 18.26 3.60 -10.93
H 18.53 3.22 -12.65
H 19.89 3.61 -11.56
H 19.87 1.42 -13.46
H 20.47 -0.04 -12.60
H 21.09 1.60 -12.19
C 17.61 -4.43 -10.78
S 18.46 -2.83 -10.18
O 17.69 -1.72 -10.80
C 17.99 -2.83 -8.41
H 16.55 -4.34 -10.53
H 17.96 -5.36 -10.32
H 17.71 -4.65 -11.84
H 18.54 -3.69 -8.04
H 16.94 -3.01 -8.17
H 18.45 -1.97 -7.93
C 20.58 -4.47 -12.89
S 21.75 -4.28 -14.29
O 23.02 -4.94 -13.78
C 20.92 -5.47 -15.45
H 20.67 -3.55 -12.32
H 20.79 -5.29 -12.21
H 19.55 -4.53 -13.26
H 20.53 -6.41 -15.06
H 21.55 -5.63 -16.33
H 19.99 -5.00 -15.74
C 13.65 -3.04 -11.94
S 13.82 -1.26 -12.32
O 15.33 -0.95 -12.24
C 13.28 -1.30 -14.06
H 13.93 -3.24 -10.91
H 14.38 -3.58 -12.54
H 12.70 -3.47 -12.28
H 13.08 -0.29 -14.42
H 12.33 -1.80 -14.23
H 14.06 -1.73 -14.69
*
```

Results
Gap between HOMO and LUMO   0.2130 hartree
E_HOMO   -5.57 eV
Energy relative to the best compared isomer or geometry (same formula, charge and spin)   3.195 eV

These are the natural (NBO) partial charges, in e, on atoms 1 to 5: 1.815 0.915 -0.990 -0.874 -0.953

---

# 4
This record from OMol25 describes C11H28Al2BBr2CaCl8F5LiN2O8P3S as an isolated structure at a distorted geometry. The level of theory is the ωB97M-V functional and the def2-TZVPD basis.

The geometry in ORCA input format:
```
! RIJCOSX wB97M-V def2-TZVPD def2/J DEFGRID3
* xyz 2 1
N -3.65 -0.21 -1.49
C -3.13 -1.62 -1.65
O -2.95 -2.08 -2.91
C -2.81 -2.67 -0.42
C -1.96 -2.04 0.83
B -0.33 -2.17 0.70
P 0.40 -0.79 1.88
P 1.62 -1.67 3.47
O 1.34 -0.77 4.78
O 1.25 -3.33 3.84
O 3.31 -1.39 3.07
P 0.39 -1.83 -1.04
O -0.11 -2.98 -2.25
O 2.15 -2.02 -0.89
S 0.14 0.06 -1.60
H -3.45 0.21 -0.56
H -3.26 0.40 -2.28
H -2.37 -3.66 -0.88
H -3.88 -2.98 0.03
H -2.25 -0.91 1.09
H -2.27 -2.66 1.80
H 0.08 -3.21 1.13
H 1.28 0.03 1.09
H 0.91 -3.31 4.79
H 3.71 -0.78 3.78
H 0.51 -3.77 -2.26
H 2.54 -1.67 -1.76
Br 1.53 -5.90 -2.67
C 3.12 -5.75 -3.78
C 3.95 -4.54 -3.40
Br 3.15 -2.90 -4.09
H 2.79 -5.74 -4.82
H 3.69 -6.67 -3.60
H 4.94 -4.59 -3.86
H 4.06 -4.41 -2.32
C 4.21 -4.02 -7.93
Cl 3.61 -2.35 -7.82
Cl 2.89 -5.15 -7.57
Cl 4.82 -4.33 -9.58
Cl 5.53 -4.25 -6.76
C 2.64 1.84 -7.89
Cl 2.70 0.31 -6.98
Cl 1.34 2.87 -7.24
Cl 4.20 2.68 -7.75
Cl 2.31 1.49 -9.61
C -1.60 3.83 5.60
C -1.27 2.72 4.60
C -2.45 2.35 3.66
O -3.49 1.59 4.28
C -4.36 2.35 5.11
N -0.78 1.55 5.33
H -2.18 3.47 6.45
H -0.67 4.25 6.00
H -2.15 4.64 5.12
H -0.46 3.10 3.96
H -2.06 1.72 2.86
H -2.87 3.25 3.17
H -4.55 3.35 4.70
H -3.96 2.41 6.12
H -5.31 1.82 5.18
H -0.46 0.85 4.65
H -1.59 1.10 5.76
Li -3.53 -0.56 4.58
F 0.50 -5.11 4.78
Ca 1.78 4.25 -9.04
F -0.64 7.20 5.03
Al -1.00 7.88 6.65
F 0.27 7.35 7.82
F -2.61 7.30 7.21
F -1.01 9.68 6.56
Al -5.59 4.74 4.00
O 1.55 5.81 -12.00
H 1.80 6.34 -12.74
*
```

Results
Gap between HOMO and LUMO   0.0334 hartree
E_HOMO   -11.29 eV

These are the Löwdin partial charges, in e, on atoms 1 to 5: 0.073 -0.331 -0.079 -0.122 -0.281

---

# 5
This record from OMol25 describes C11H28AlBF9O4S4 as an isolated structure. The level of theory is the ωB97M-V functional and the def2-TZVPD basis.

The geometry in ORCA input format:
```
! RIJCOSX wB97M-V def2-TZVPD def2/J DEFGRID3
* xyz -1 1
C -1.69 3.71 -0.10
B -0.94 3.59 1.31
O 0.42 3.97 1.25
Al -1.93 2.81 3.06
C -1.24 0.87 3.31
C -0.18 0.81 4.43
C 1.00 -0.10 4.18
F 0.66 -1.19 3.41
F 1.52 -0.65 5.33
C 2.18 0.51 3.37
F 1.70 1.01 2.24
F 3.06 -0.45 3.05
S 3.19 1.89 4.20
F 4.08 1.98 2.87
F 2.22 3.00 3.65
F 2.37 1.83 5.56
F 4.21 0.81 4.81
F 4.10 3.03 4.84
H -1.58 4.70 -0.54
H -1.24 2.96 -0.77
H -2.74 3.44 0.04
H 0.80 3.73 0.40
H -1.66 3.65 4.44
H -3.54 2.73 2.75
H -0.85 0.55 2.35
H -2.10 0.26 3.59
H 0.20 1.81 4.62
H -0.64 0.44 5.35
C 0.55 -2.92 0.36
S -0.89 -3.97 0.12
O -1.83 -3.73 1.25
C -0.03 -5.51 0.50
H 0.24 -1.89 0.21
H 0.93 -3.05 1.37
H 1.29 -3.20 -0.38
H 0.38 -5.46 1.51
H 0.76 -5.67 -0.23
H -0.76 -6.32 0.44
C 2.41 -4.25 -3.82
S 0.77 -3.58 -4.14
O 0.14 -3.33 -2.82
C 0.06 -5.10 -4.77
H 3.01 -3.46 -3.37
H 2.32 -5.09 -3.13
H 2.86 -4.57 -4.76
H 0.14 -5.88 -4.00
H 0.58 -5.40 -5.68
H -0.99 -4.91 -4.98
C -3.50 4.02 -4.17
S -2.40 2.60 -4.25
O -1.63 2.61 -2.99
C -1.32 3.28 -5.52
H -4.23 3.83 -3.39
H -2.92 4.91 -3.92
H -4.00 4.15 -5.13
H -0.90 4.22 -5.18
H -1.88 3.42 -6.45
H -0.52 2.56 -5.69
*
```

Results
Gap between HOMO and LUMO   0.1924 hartree
E_HOMO   -3.55 eV
Energy relative to the best compared isomer or geometry (same formula, charge and spin)   0.152 eV

These are the natural (NBO) partial charges, in e, on atoms 1 to 5: -1.034 0.496 -0.934 0.792 -0.921

---

# 6
This record from OMol25 describes C11H28AsN2O as an isolated structure at a distorted geometry. The level of theory is the ωB97M-V functional and the def2-TZVPD basis.

The geometry in ORCA input format:
```
! RIJCOSX wB97M-V def2-TZVPD def2/J DEFGRID3
* xyz -1 1
C -0.53 2.92 -2.70
C 0.76 2.54 -1.84
C 1.04 0.97 -1.75
C 1.04 0.33 -3.21
As -0.38 0.18 -0.50
C 0.43 -1.67 -0.92
C -1.81 -0.70 0.63
C -2.99 -1.20 -0.35
N -4.24 -1.56 0.42
C 0.92 0.47 1.04
C 0.38 0.27 2.50
O -0.52 0.90 3.05
N 1.09 -0.74 3.36
C 1.22 -2.04 2.68
C 2.45 -0.13 3.59
H -0.20 3.62 -3.54
H -1.04 2.05 -3.19
H -1.27 3.43 -2.00
H 0.60 2.95 -0.78
H 1.72 3.03 -2.21
H 2.05 0.73 -1.26
H 1.45 1.11 -3.94
H -0.01 -0.01 -3.49
H 1.73 -0.56 -3.28
H -1.02 1.59 -0.22
H -1.31 0.04 -1.75
H 0.43 -2.35 -0.01
H 1.53 -1.57 -1.22
H -0.16 -2.13 -1.77
H -1.45 -1.63 1.16
H -2.33 0.04 1.33
H -2.71 -2.13 -0.93
H -3.32 -0.37 -1.06
H -4.90 -0.78 0.39
H -4.00 -1.81 1.38
H 1.85 -0.16 0.82
H 1.28 1.55 0.97
H 1.98 -2.05 1.82
H 1.64 -2.79 3.44
H 0.23 -2.48 2.36
H 3.19 -0.37 2.77
H 2.89 -0.45 4.58
H 2.28 1.00 3.59
*
```

Results
Gap between HOMO and LUMO   0.2554 hartree
E_HOMO   -3.56 eV

These are the natural (NBO) partial charges, in e, on atoms 1 to 5: -0.638 -0.424 -0.518 -0.647 1.224

---

# 7
This record from OMol25 describes C11H29CdN3S2 as an isolated structure at a distorted geometry. The level of theory is the ωB97M-V functional and the def2-TZVPD basis.

The geometry in ORCA input format:
```
! RIJCOSX wB97M-V def2-TZVPD def2/J DEFGRID3
* xyz 2 1
Cd -0.73 -0.11 0.32
S -0.86 -2.82 -0.16
S -0.91 2.59 -0.16
C 0.75 -3.66 -0.11
C -1.05 -2.57 -1.97
C -0.37 -1.33 -2.50
N -0.94 -0.11 -1.90
C -0.39 1.12 -2.50
C -1.10 2.35 -1.97
H -2.13 -2.53 -2.15
H -0.68 -3.46 -2.47
H -0.47 -1.32 -3.59
H 0.70 -1.35 -2.28
H -0.50 1.10 -3.59
H 0.67 1.16 -2.28
H -2.17 2.28 -2.15
H -0.75 3.24 -2.47
C 0.68 3.47 -0.11
H -1.94 -0.12 -2.10
H 1.38 3.08 -0.84
H 1.09 3.33 0.89
H 0.53 4.53 -0.28
H 1.16 -3.50 0.88
H 1.44 -3.26 -0.85
H 0.62 -4.73 -0.26
C -3.06 -0.13 0.88
C -2.36 -0.13 2.04
H -3.42 -1.06 0.45
H -3.44 0.79 0.45
H -2.13 -1.04 2.56
H -2.14 0.80 2.56
N 1.46 -0.09 -0.01
C 2.31 0.75 0.85
C 1.61 1.25 2.12
C 1.17 0.17 3.03
N 0.28 -0.69 2.28
H 1.80 0.06 -0.98
H 1.76 -1.08 0.13
H 3.25 0.22 1.11
H 2.63 1.65 0.28
H 2.27 1.95 2.68
H 0.64 1.72 1.90
H 2.03 -0.40 3.44
H 0.62 0.64 3.88
H -0.21 -1.24 3.01
H 0.88 -1.48 1.95
*
```

Results
Gap between HOMO and LUMO   0.3605 hartree
E_HOMO   -15.54 eV

These are the natural (NBO) partial charges, in e, on atoms 1 to 5: 1.603 0.146 0.153 -0.734 -0.533

---

# 8
This record from OMol25 describes a 4-piece molecular cluster, C11H29NO4 overall at a distorted geometry. The level of theory is the ωB97M-V functional and the def2-TZVPD basis.

The geometry in ORCA input format:
```
! RIJCOSX wB97M-V def2-TZVPD def2/J DEFGRID3
* xyz 0 1
C -2.54 -3.97 -3.19
O -1.92 -2.97 -3.95
H -2.30 -3.83 -2.13
H -3.61 -4.06 -3.37
H -2.15 -4.95 -3.48
H -2.12 -2.09 -3.61
C -1.82 0.45 -3.03
O -2.75 -0.53 -2.58
H -0.81 0.19 -2.69
H -1.82 0.48 -4.12
H -2.04 1.43 -2.60
H -3.13 -0.24 -1.73
O -3.77 0.27 -0.10
H -4.14 -0.33 0.57
H -4.47 0.93 -0.25
C 0.77 -1.91 1.61
C 0.81 -0.55 0.91
C -0.50 0.17 1.25
C -0.39 1.69 1.09
C 0.68 2.19 2.02
C 2.07 1.64 1.62
N 1.96 0.19 1.45
O 3.19 -0.44 1.18
C 2.56 2.33 0.33
C 3.04 1.93 2.75
C 0.91 -0.73 -0.62
H 0.84 -1.84 2.70
H 1.59 -2.55 1.28
H -0.13 -2.43 1.30
H -1.32 -0.13 0.58
H -0.83 -0.12 2.25
H -1.35 2.15 1.33
H -0.16 2.04 0.08
H 0.54 1.96 3.08
H 0.74 3.28 1.93
H 2.36 1.71 -0.55
H 2.16 3.33 0.13
H 3.65 2.41 0.35
H 4.06 1.63 2.50
H 3.09 3.01 2.90
H 2.79 1.45 3.70
H 0.10 -1.35 -1.00
H 1.88 -1.19 -0.84
H 0.89 0.26 -1.06
H 3.38 -0.94 1.99
*
```

Results
Gap between HOMO and LUMO   0.2959 hartree
E_HOMO   -7.95 eV
Energy relative to the best compared isomer or geometry (same formula, charge and spin)   1.080 eV
Structure (SMILES)   CC1(C)CCCC(C)(C)N1O.CO.CO.O

These are the natural (NBO) partial charges, in e, on atoms 1 to 5: -0.238 -0.747 0.156 0.154 0.172

---

# 9
This record from OMol25 describes C11H29NP2Pd as an isolated structure at a distorted geometry. The level of theory is the ωB97M-V functional and the def2-TZVPD basis.

The geometry in ORCA input format:
```
! RIJCOSX wB97M-V def2-TZVPD def2/J DEFGRID3
* xyz 2 1
Pd 0.43 0.32 -0.41
C 1.88 2.96 1.40
P 0.67 2.58 0.11
C 0.88 3.80 -1.20
C -0.93 2.98 0.85
C -1.15 2.02 2.02
P -0.86 0.28 1.51
C -2.50 -0.45 1.31
C -0.19 -0.50 2.99
H 1.87 2.20 2.18
H 1.63 3.93 1.82
H 2.88 3.00 0.97
H 0.74 4.79 -0.75
H 0.14 3.66 -1.98
H 1.88 3.75 -1.63
H -1.68 2.85 0.07
H -0.98 4.02 1.17
H -2.17 2.12 2.40
H -0.47 2.22 2.85
H -3.06 -0.25 2.22
H -2.40 -1.53 1.18
H -3.03 -0.04 0.45
H -0.82 -0.25 3.84
H 0.83 -0.16 3.18
H -0.18 -1.59 2.87
C 1.33 -3.84 -2.06
C 0.57 -2.83 -1.18
C -0.88 -2.70 -1.69
C 0.56 -3.33 0.29
C 1.19 -1.51 -1.17
H 0.88 -4.83 -1.99
H 2.37 -3.92 -1.74
H 1.30 -3.54 -3.11
H -1.37 -3.66 -1.57
H -0.91 -2.44 -2.75
H -1.44 -1.95 -1.13
H -0.19 -4.11 0.36
H 0.31 -2.53 0.99
H 1.53 -3.73 0.58
H 2.17 -1.46 -1.66
N -0.15 0.89 -2.62
H 0.53 1.49 -3.08
H -1.07 1.30 -2.77
H -0.13 0.02 -3.14
*
```

Results
Gap between HOMO and LUMO (spin up / spin down)   0.2868 / 0.2868 hartree
E_HOMO (spin up / spin down)   -15.84 / -15.84 eV
Energy relative to the best compared isomer or geometry (same formula, charge and spin)   3.481 eV

These are the natural (NBO) partial charges, in e, on atoms 1 to 5: 0.401 -0.968 1.130 -0.961 -0.734

---

Number 1: total energy -2380.469922 a.u.. Number 2: total energy -2307.043410 a.u.. Number 3: total energy -2809.335783 a.u.. Number 4: total energy -13092.591996 a.u.. Number 5: total energy -3495.598790 a.u.. Number 6: total energy -2856.247168 a.u.. Number 7: total energy -1564.338435 a.u.. Number 8: total energy -792.147315 a.u.. Number 9: total energy -1301.275926 a.u..